#one
13
Properties=species:S:1:pos:R:3:nbo_charge:R:1 method="wB97M-V/def2-TZVPD" charge=0 e_lumo_ev=0.775 homo_ev=-8.75 smiles=CCSSC
C -0.99 1.08 -0.55 -0.6288
C -0.99 -0.16 -1.48 -0.5386
S 0.60 -1.05 -1.18 0.0904
S 0.39 -1.86 0.71 0.0639
C 1.47 -0.56 1.66 -0.7597
H -1.94 1.36 -0.34 0.2069
H -0.62 0.63 0.46 0.2103
H -0.33 1.92 -0.79 0.2198
H -0.92 0.05 -2.66 0.2237
H -1.95 -0.73 -1.50 0.2314
H 1.33 -0.65 2.83 0.2293
H 1.31 0.52 1.34 0.2256
H 2.64 -0.56 1.50 0.2258

***

#two
13
Properties=species:S:1:pos:R:3:nbo_charge:R:1 method="wB97M-V/def2-TZVPD" charge=0 e_lumo_ev=0.067 homo_ev=-8.40 smiles="C=C.CSS"
C 1.63 1.75 0.13 -0.3784
C 1.54 1.86 -1.20 -0.3912
H 2.53 1.51 0.68 0.1873
H 0.76 1.94 0.75 0.1918
H 2.13 1.38 -1.97 0.2021
H 0.56 2.17 -1.55 0.1874
C -0.82 -2.09 1.27 -0.7508
S -1.76 -2.07 -0.27 0.0836
S -2.32 0.06 -0.53 -0.1759
H -1.44 -1.72 2.07 0.2237
H -0.41 -3.10 1.36 0.2417
H 0.07 -1.46 1.12 0.2252
H -2.47 -0.25 -1.87 0.1534

***

Which structure loses on stability? #two does.

***

#one
13
Properties=species:S:1:pos:R:3:nbo_charge:R:1 method="wB97M-V/def2-TZVPD" charge=0 e_lumo_ev=0.918 homo_ev=-8.55 smiles=CSCCS
C -2.33 -0.38 -0.16 -0.7652
C 0.39 0.40 0.56 -0.5923
C 1.65 0.63 -0.29 -0.4815
H -2.29 0.68 -0.50 0.2214
H -2.92 -0.45 0.77 0.2144
H -2.83 -1.08 -0.85 0.2430
H 0.68 0.35 1.64 0.2299
H -0.23 1.24 0.44 0.2185
H 2.30 1.47 -0.02 0.2290
H 1.51 0.78 -1.40 0.2245
H 1.98 -1.90 -0.41 0.1480
S -0.69 -0.89 0.15 0.2193
S 2.78 -0.85 0.08 -0.1090

***

#two
13
Properties=species:S:1:pos:R:3:nbo_charge:R:1 method="wB97M-V/def2-TZVPD" charge=0 e_lumo_ev=-0.073 homo_ev=-8.72 smiles="C=CC.SS"
S 3.45 -1.42 3.30 -0.1164
S 5.19 -1.42 4.61 -0.1429
H 4.25 -1.37 2.28 0.1170
H 5.98 -1.58 3.47 0.1423
C -1.42 -0.02 -2.07 -0.6463
C -2.72 0.58 -1.62 -0.1647
C -2.72 1.35 -0.53 -0.4087
H -1.28 -1.04 -2.05 0.2190
H -1.15 0.26 -3.15 0.2022
H -0.59 0.38 -1.54 0.2089
H -3.57 0.55 -2.32 0.2060
H -3.60 1.79 -0.15 0.1882
H -1.83 1.93 -0.23 0.1953

***

Which structure loses on stability? #two does.

***

#one
13
Properties=species:S:1:pos:R:3:nbo_charge:R:1 method="wB97M-V/def2-TZVPD" charge=0 e_lumo_ev=0.014 homo_ev=-8.66
C 0.29 1.74 1.12 -0.7859
C 0.34 -0.09 -0.52 -0.5840
C -0.13 -1.27 -1.23 -0.4530
H -0.23 1.86 2.85 0.1793
H 0.39 2.70 0.36 0.2477
H 1.43 0.72 1.27 0.2632
H 1.09 -0.79 0.15 0.2483
H 0.80 0.68 -1.17 0.2321
H 0.92 -1.55 -1.68 0.2404
H -1.07 -1.09 -1.97 0.2286
H -1.89 -1.37 0.47 0.1615
S -0.98 0.98 0.18 0.1926
S -0.96 -2.53 0.19 -0.1709

***

#two
13
Properties=species:S:1:pos:R:3:nbo_charge:R:1 method="wB97M-V/def2-TZVPD" charge=0 e_lumo_ev=-3.744 homo_ev=-7.77
C -0.13 0.53 -1.24 -0.5943
C 1.33 1.23 -1.33 -0.5961
S 2.21 0.88 0.11 0.0275
S -2.00 -0.85 0.26 0.0883
C -1.26 -1.32 1.83 -0.7866
H 0.07 -0.50 -1.00 0.2395
H -0.69 1.07 -0.49 0.2442
H -0.61 0.66 -2.22 0.2243
H 1.14 2.30 -1.48 0.2226
H 1.75 0.80 -2.23 0.2339
H -1.47 -0.62 2.63 0.2162
H -0.17 -1.37 1.70 0.2464
H -1.63 -2.30 2.09 0.2340

***

Which structure loses on stability? #one does.

***

#one
13
Properties=species:S:1:pos:R:3:nbo_charge:R:1 method="wB97M-V/def2-TZVPD" charge=0 e_lumo_ev=-1.431 homo_ev=-9.11
C 0.26 1.45 0.06 -0.6052
C 0.30 -0.01 -0.48 -0.4096
C -1.00 -0.77 0.19 -0.4128
H 2.40 1.54 -1.46 0.0633
H -0.88 1.88 0.02 0.2200
H 0.63 1.37 1.09 0.2116
H 0.28 -0.30 -1.57 0.2462
H 1.15 -0.54 0.43 0.2145
H -2.02 -0.52 -0.09 0.2222
H -0.77 -0.67 1.15 0.1875
H -0.22 -3.62 1.11 0.1696
S 1.04 2.91 -0.57 0.0752
S -1.17 -2.73 0.13 -0.1825

***

#two
13
Properties=species:S:1:pos:R:3:nbo_charge:R:1 method="wB97M-V/def2-TZVPD" charge=0 e_lumo_ev=-0.072 homo_ev=-8.92 smiles="C=CC.SS"
S -0.74 -2.42 -0.81 -0.1337
S -1.23 -0.33 -1.16 -0.1480
H -1.29 -2.23 0.36 0.1292
H -1.72 -0.93 -2.33 0.1529
C 2.29 2.23 0.51 -0.6860
C 1.10 2.29 1.39 -0.1392
C 0.72 1.36 2.35 -0.4471
H 2.41 1.27 0.05 0.2263
H 2.25 2.91 -0.37 0.2289
H 3.14 2.20 1.26 0.2359
H 0.60 3.23 1.32 0.1872
H -0.02 1.62 3.11 0.2042
H 1.50 0.62 2.63 0.1895

***

Which structure loses on stability? #one does.

***

#one
18
Properties=species:S:1:pos:R:3:nbo_charge:R:1 method="wB97M-V/def2-TZVPD" charge=0 e_lumo_ev=0.575 homo_ev=-8.76
C 0.11 0.63 0.16 -0.2478
C 0.44 -0.32 -0.99 -0.4279
C -0.48 -1.54 -0.90 -0.5160
C 1.37 2.04 0.16 0.8607
N 0.24 0.16 1.54 -0.8243
C -1.81 -0.99 -0.44 0.4535
O 1.48 2.31 1.39 -0.7069
O 1.74 2.38 -0.91 -0.6038
O -2.29 -1.24 0.66 -0.5570
H 1.06 -0.44 1.61 0.3868
H -0.78 1.25 0.07 0.2136
H -0.56 -0.48 1.75 0.4255
H 0.77 1.36 1.99 0.5071
H 1.49 -0.62 -0.97 0.2235
H 0.27 0.24 -1.91 0.2406
H -2.37 -0.43 -1.21 0.1254
H -0.13 -2.26 -0.15 0.2134
H -0.56 -2.05 -1.86 0.2335

***

#two
18
Properties=species:S:1:pos:R:3:nbo_charge:R:1 method="wB97M-V/def2-TZVPD" charge=0 e_lumo_ev="-0.273 / -0.273" homo_ev="-7.83 / -7.83"
C -0.14 -0.17 -1.71 -0.2740
C 0.15 1.52 1.24 -0.2483
C -1.39 -0.91 0.13 0.7025
C 1.35 0.23 -0.53 0.7952
N 2.10 -0.96 -0.42 -0.8699
C -2.23 -0.97 1.12 -0.6029
O -0.94 -1.13 -1.00 -0.3975
O 0.44 0.23 0.70 -0.5933
O 1.84 1.28 -0.92 -0.7316
H 2.74 -1.06 -1.20 0.3853
H 1.57 -1.79 -0.20 0.3655
H 0.14 -0.63 -2.65 0.1902
H -0.68 0.77 -1.78 0.1817
H 1.08 1.98 1.58 0.2044
H -0.54 1.40 2.07 0.1768
H -0.31 2.17 0.49 0.1815
H -1.89 -0.79 2.13 0.2691
H -3.28 -1.17 0.95 0.2652

***

#three
18
Properties=species:S:1:pos:R:3:nbo_charge:R:1 method="wB97M-V/def2-TZVPD" charge=0 e_lumo_ev=0.225 homo_ev=-9.64 smiles="CC(=O)C(C)=O.NC=O"
C 0.24 -0.25 -0.40 0.5026
C 1.27 -1.33 -0.26 -0.7399
C -2.01 -1.45 -0.55 -0.7203
C 1.41 1.82 0.80 0.5709
C -1.14 -0.50 0.23 0.5134
N 0.32 2.60 0.74 -0.8296
O 0.27 0.55 -1.35 -0.5312
O 2.48 1.87 0.28 -0.5827
O -1.55 0.21 1.13 -0.5364
H 1.05 0.79 1.35 0.0513
H -0.53 2.27 1.16 0.4174
H 0.21 3.13 -0.13 0.4032
H 0.95 -2.15 0.37 0.2205
H 2.16 -0.83 0.13 0.2704
H 1.54 -1.70 -1.25 0.2533
H -2.91 -1.68 0.02 0.2455
H -2.28 -0.97 -1.49 0.2601
H -1.47 -2.36 -0.80 0.2313

***

#four
18
Properties=species:S:1:pos:R:3:nbo_charge:R:1 method="wB97M-V/def2-TZVPD" charge=0 e_lumo_ev="-0.390 / -0.390" homo_ev="-8.20 / -8.20"
C 1.96 1.28 0.63 -0.6239
C 1.35 0.17 -0.19 -0.2651
C 0.37 0.42 -1.14 -0.1786
H 2.00 -0.67 -0.37 0.2411
H 2.85 1.67 0.14 0.2245
H 1.25 2.09 0.79 0.2189
H 2.25 0.91 1.62 0.2323
H 0.21 -0.26 -1.97 0.2259
H -0.15 1.37 -1.17 0.2221
C -0.12 -0.72 0.71 0.6842
C -1.68 -0.37 -0.22 0.5639
N -2.03 -1.42 -0.98 -0.8347
O -0.32 0.10 1.78 -0.7126
O 0.06 -1.93 0.74 -0.6802
O -2.39 0.55 0.13 -0.6590
H -1.17 0.58 1.65 0.5161
H -3.00 -1.53 -1.25 0.3990
H -1.44 -2.24 -0.89 0.4261

***

Which structure loses on stability? #two does.

***

#one
9
Properties=species:S:1:pos:R:3:nbo_charge:R:1 method="wB97M-V/def2-TZVPD" charge=0 e_lumo_ev=-1.237 homo_ev=-9.01
C -0.14 0.44 -0.01 -0.0714
C 1.39 -1.85 0.56 0.3234
H -2.89 2.81 -0.21 0.1535
H -0.33 -0.23 -0.71 0.1860
H 2.52 -2.35 0.83 0.1731
N -0.71 1.67 0.12 -0.4853
O 0.67 -2.39 -0.24 -0.5122
S -1.65 1.88 -1.51 0.0718
S 1.15 0.03 1.17 0.1612

***

#two
9
Properties=species:S:1:pos:R:3:nbo_charge:R:1 method="wB97M-V/def2-TZVPD" charge=0 e_lumo_ev=-0.224 homo_ev=-7.98 smiles="SN1OC=CS1"
C -0.86 -0.59 -0.09 0.1154
C -1.05 0.65 0.32 -0.5156
N 1.24 0.21 -0.77 -0.3589
O 0.36 -0.93 -0.60 -0.3665
S 0.17 1.78 -0.16 0.3776
S 2.59 0.07 0.31 0.1594
H -1.43 -1.51 -0.12 0.2209
H -1.91 0.93 0.77 0.2399
H 3.41 -0.44 -0.73 0.1278

***

#three
9
Properties=species:S:1:pos:R:3:nbo_charge:R:1 method="wB97M-V/def2-TZVPD" charge=0 e_lumo_ev=-0.480 homo_ev=-8.91 smiles="O=CCn1ss1"
C -0.28 0.54 -0.06 -0.3826
C -1.11 -0.65 -0.02 0.4313
N 0.95 0.31 0.62 -0.5916
O -2.30 -0.76 -0.21 -0.4977
S 2.38 0.83 -0.15 0.2801
S 2.01 -1.12 0.08 0.1721
H -0.79 1.51 0.51 0.2478
H -0.52 -1.56 0.29 0.1036
H -0.34 0.90 -1.05 0.2370

***

Which structure loses on stability? #one does.